No. 1
{"formula": "CH5ClNOP", "method": "the ωB97M-V functional and the def2-TZVPD basis", "total_energy_ev": -26464.03018, "charge": 0, "max_force_ev_per_a": 3.47, "de_lowest_kcal_mol": 113.73, "lumo_energy_ev": -0.1, "homo_ev": -9.8, "orbital_gap_ev": 9.65, "smiles": "CO/P=N\\Cl.[H][H]", "species": ["C", "N", "O", "P", "Cl", "H", "H", "H", "H", "H"], "positions_angstrom": [[2.321, -0.790, -0.048], [-1.228, 0.695, -0.089], [0.980, -0.453, 0.194], [0.295, 0.975, -0.177], [-1.966, -0.813, 0.139], [2.785, 0.134, -0.709], [2.494, -1.735, -0.654], [2.722, -0.838, 1.071], [-3.885, 1.361, 0.043], [-4.518, 1.464, 0.230]]}

***

No. 2
{"formula": "C3H4N2O", "method": "the ωB97M-V functional and the def2-TZVPD basis", "total_energy_ev": -8193.59461, "charge": 0, "max_force_ev_per_a": 5.71, "de_lowest_kcal_mol": 237.31, "lumo_energy_ev": [-1.3, -1.3], "homo_ev": [-8.0, -8.0], "orbital_gap_ev": [6.68, 6.66], "species": ["C", "C", "C", "N", "N", "O", "H", "H", "H", "H"], "positions_angstrom": [[0.156, -1.242, -0.449], [0.340, 0.026, 0.199], [1.104, 0.593, 1.116], [-0.969, -0.770, -1.026], [-0.756, 0.531, -0.563], [0.514, 2.650, 1.533], [0.668, -2.169, -0.582], [1.922, 0.358, 1.749], [-1.477, -1.030, -1.859], [-1.502, 1.053, -0.118]]}